1.
ORCA calculation (wB97M-V/def2-TZVPD) on a single C4H5Cl2P molecule at a distorted geometry.

Cartesian coordinates (Å):
C  1.8122  0.7049  2.0196
C  0.2390  -0.0108  0.3943
C  1.1938  -0.9670  0.2253
C  0.8256  1.2975  0.7318
P  1.7581  -2.4270  0.1672
Cl  2.3291  2.1614  3.0940
Cl  1.4244  2.3031  -0.5274
H  -0.4240  -0.1123  -0.4837
H  -0.3940  -0.1703  1.2834
H  2.6599  0.2933  1.5644
H  0.8162  0.2401  2.6328
H  0.2497  1.9572  1.2576

Values from the calculation:
Highest occupied orbital energy   -9.73 eV
Relative energy (zero: lowest compared OMol25 entry of this formula, charge and spin)   77.4 kcal per mole
Gap between HOMO and LUMO   9.53 eV
LUMO   -0.007 Ha

---

2.
ORCA calculation (wB97M-V/def2-TZVPD) on a single C4H5Cl2P molecule at a distorted geometry.

Cartesian coordinates (Å):
C  -1.2442  -1.3060  0.3638
C  -0.1310  0.7340  -0.6174
C  1.3270  0.2128  -0.8117
C  -0.9756  0.0789  0.6353
P  1.8363  -1.6166  -0.9138
Cl  -1.3424  -2.4687  1.6536
Cl  -0.2948  0.5141  2.2505
H  -0.0994  1.7361  -0.4744
H  -0.8167  0.4321  -1.4267
H  1.7760  0.8687  -1.4998
H  1.9351  0.3169  0.1345
H  -1.9703  0.4977  0.7060

Values from the calculation:
Highest occupied orbital energy (alpha / beta)   -8.27 / -8.28 eV
Relative energy (zero: lowest compared OMol25 entry of this formula, charge and spin)   130.7 kcal per mole
Gap between HOMO and LUMO (alpha / beta)   6.96 / 6.78 eV
LUMO (alpha / beta)   -0.048 / -0.055 Ha

---

3.
ORCA calculation (wB97M-V/def2-TZVPD) on 2 unconnected molecules or ions with the total composition C4H5ClF2 at a distorted geometry.

Cartesian coordinates (Å):
C  0.4506  1.5525  0.9003
C  -1.7421  0.6783  0.2465
C  -0.7449  -1.2315  -0.7378
C  -1.8306  -0.7523  0.2462
F  -2.9957  -1.2789  -0.2546
F  -1.4700  -1.2702  1.3491
Cl  -2.7508  1.4821  -0.7358
H  0.1057  2.5112  0.9992
H  0.3888  1.2064  1.8847
H  0.1841  -0.8389  -0.6695
H  -1.1060  -0.9265  -1.7340
H  -0.6069  -2.2671  -0.5769

Values from the calculation:
Highest occupied orbital energy (alpha / beta)   -8.59 / -8.58 eV
Relative energy (zero: lowest compared OMol25 entry of this formula, charge and spin)   168.6 kcal per mole
Gap between HOMO and LUMO (alpha / beta)   7.02 / 7.01 eV
LUMO (alpha / beta)   -0.058 / -0.058 Ha

---

4.
ORCA calculation (wB97M-V/def2-TZVPD) on a single C4H5ClN2 molecule at a distorted geometry.

Cartesian coordinates (Å):
C  -0.2785  -0.6008  0.9171
C  -1.2028  -1.4703  0.5598
C  0.2312  0.3207  -0.0893
C  -0.2467  1.2469  -3.2578
H  -1.6344  -1.3831  -0.3665
H  -1.5366  -2.4088  1.1409
H  0.7241  1.2053  0.5625
H  -0.6875  0.2139  -3.6354
H  -0.3058  2.2147  -3.9749
N  -0.0378  0.1629  -1.3233
N  0.2842  1.3287  -2.0892
Cl  0.6292  -0.4272  2.4342

Values from the calculation:
Highest occupied orbital energy   -9.56 eV
Relative energy (zero: lowest compared OMol25 entry of this formula, charge and spin)   87.7 kcal per mole
Gap between HOMO and LUMO   9.44 eV
LUMO   -0.004 Ha

---

5.
ORCA calculation (wB97M-V/def2-TZVPD) on a single C4H5ClO molecule at a distorted geometry.

Cartesian coordinates (Å):
C  -0.9468  -0.4049  -0.5353
C  -1.1543  -1.9101  -0.2365
C  -0.0549  0.6413  -0.8818
C  0.7481  1.3698  0.2130
O  -1.5395  0.7667  -0.6599
Cl  0.2984  0.7406  -2.5703
H  -2.1883  -2.1580  0.0087
H  -0.4074  -2.5270  -0.0278
H  1.4239  0.5308  0.5128
H  0.1554  1.6707  1.0532
H  1.2643  2.2315  -0.1017

Values from the calculation:
Highest occupied orbital energy   -8.60 eV
Relative energy (zero: lowest compared OMol25 entry of this formula, charge and spin)   66.3 kcal per mole
Gap between HOMO and LUMO   9.43 eV
LUMO   0.031 Ha

---

6.
ORCA calculation (wB97M-V/def2-TZVPD) on a single C4H5ClO molecule at a distorted geometry.

Cartesian coordinates (Å):
C  -1.4086  0.1463  -0.5577
C  -1.1125  -0.7897  -1.5039
C  -0.2494  1.4253  -0.3086
C  0.3357  1.0396  1.0178
O  0.1426  2.4473  -0.8953
Cl  -2.7509  0.1515  0.4655
H  -1.7995  -1.6591  -1.8167
H  -0.3539  -0.7383  -2.1507
H  1.4809  1.2604  0.9641
H  -0.0113  0.0430  1.3526
H  -0.1032  1.8231  1.8184

Values from the calculation:
Highest occupied orbital energy   -9.77 eV
Relative energy (zero: lowest compared OMol25 entry of this formula, charge and spin)   40.3 kcal per mole
Gap between HOMO and LUMO   10.42 eV
LUMO   0.024 Ha

---

7.
ORCA calculation (wB97M-V/def2-TZVPD) on a single C4H5ClO molecule at a distorted geometry.

Cartesian coordinates (Å):
C  0.0892  0.1647  -1.6973
C  0.2373  0.2953  -0.2189
C  -0.0024  -0.5116  0.8165
C  0.9275  1.5650  0.1542
H  1.0844  -0.0097  -2.1229
H  -0.2682  1.1084  -2.1177
H  -0.5492  -0.6904  -1.9508
H  0.2759  -0.3491  1.8472
H  1.0783  1.6608  1.2000
O  1.2889  2.5169  -0.5340
Cl  -1.1437  -1.8197  0.7700

Values from the calculation:
Highest occupied orbital energy   -9.94 eV
Relative energy (zero: lowest compared OMol25 entry of this formula, charge and spin)   6.8 kcal per mole
Gap between HOMO and LUMO   9.90 eV
LUMO   -0.002 Ha

---

8.
ORCA calculation (wB97M-V/def2-TZVPD) on a single C4H5ClS molecule at a distorted geometry.

Cartesian coordinates (Å):
C  -1.0189  0.4602  -0.0777
C  -0.2228  1.2454  -0.8490
C  1.1793  -0.3829  0.4621
C  -0.3343  -0.8209  0.2232
H  -0.3812  2.0416  -1.5098
H  1.8024  -1.2673  0.6191
H  1.3476  0.2404  1.4315
H  -0.3762  -1.5370  -0.5260
H  -0.7023  -1.4209  1.0423
S  1.4968  0.7322  -0.9495
Cl  -2.7904  0.7092  0.1336

Values from the calculation:
Highest occupied orbital energy   -8.32 eV
Relative energy (zero: lowest compared OMol25 entry of this formula, charge and spin)   18.0 kcal per mole
Gap between HOMO and LUMO   9.11 eV
LUMO   0.029 Ha

---

9.
ORCA calculation (wB97M-V/def2-TZVPD) on a molecular structure, C4H5CoLiO3 at a distorted geometry.

Cartesian coordinates (Å):
Co  -0.7653  0.0548  1.9672
O  0.1214  -1.3436  0.5756
C  1.2986  -2.1685  0.4043
H  0.9968  -3.0804  -0.1181
H  2.0338  -1.6341  -0.2044
H  1.6584  -2.3550  1.4180
C  -0.5837  2.3379  0.3336
C  -0.7663  1.2149  -0.3743
O  -1.5084  0.1449  0.2089
C  -0.3919  -0.7239  -0.4863
O  -0.0764  -0.9256  -1.6294
Li  -0.0666  0.7532  -2.7527
H  0.2315  2.9924  0.0256
H  -1.2793  2.6405  1.1304

Values from the calculation:
Net charge   +2
Spin multiplicity   4
Highest occupied orbital energy (alpha / beta)   -17.62 / -17.44 eV
Gap between HOMO and LUMO (alpha / beta)   7.54 / 6.45 eV
LUMO (alpha / beta)   -0.370 / -0.404 Ha
⟨S²⟩   3.77

---

10.
ORCA calculation (wB97M-V/def2-TZVPD) on a molecular structure, C4H5CoLiO7 at a distorted geometry.

Cartesian coordinates (Å):
O  4.6190  0.3692  -0.0090
C  3.3960  0.6781  -0.1630
O  3.1047  1.8529  -0.5499
O  2.4926  -0.2419  0.0246
C  1.1202  0.0663  -0.2890
O  -1.0596  -0.7398  0.0114
C  -3.6140  -0.3242  0.3062
C  0.2497  -1.1294  0.0748
O  -3.7559  -0.8370  -0.8514
O  -3.2879  0.9124  0.3278
Co  4.8362  2.2118  -0.3722
Li  -2.1734  0.3371  -1.2616
H  1.0483  0.2833  -1.3644
H  0.8032  0.9626  0.2623
H  0.5382  -1.9740  -0.5878
H  0.5044  -1.4591  1.1060
O  -4.4119  -0.8100  1.3126
H  -4.4100  -0.1581  2.0226

Values from the calculation:
Spin multiplicity   4
Highest occupied orbital energy (alpha / beta)   -6.34 / -7.03 eV
Gap between HOMO and LUMO (alpha / beta)   2.06 / 2.78 eV
LUMO (alpha / beta)   -0.157 / -0.156 Ha
⟨S²⟩   3.87

---

11.
ORCA calculation (wB97M-V/def2-TZVPD) on a molecular structure, C4H5CsO2 at a distorted geometry.

Cartesian coordinates (Å):
H  -0.8018  -0.0835  1.4802
O  2.2633  -0.4936  0.0901
C  0.9751  -0.0504  0.2110
C  0.0681  -0.7576  1.0978
C  -0.1943  -1.0047  -0.3923
C  -1.3339  -0.3496  -0.9620
O  -1.8515  0.6615  -0.5241
Cs  -3.4544  4.3938  -2.2135
H  2.8768  0.2378  0.2115
H  0.8670  1.0383  0.2059
H  0.4739  -1.6315  1.6088
H  0.1116  -1.9606  -0.8135

Values from the calculation:
Net charge   +1
Spin multiplicity   2
Highest occupied orbital energy (alpha / beta)   -10.68 / -12.18 eV
Relative energy (zero: lowest compared OMol25 entry of this formula, charge and spin)   0.0 kcal per mole
Gap between HOMO and LUMO (alpha / beta)   6.77 / 8.27 eV
LUMO (alpha / beta)   -0.144 / -0.144 Ha
⟨S²⟩   0.75

---

12.
ORCA calculation (wB97M-V/def2-TZVPD) on a molecular structure, C4H5ErLiO at a distorted geometry.

Cartesian coordinates (Å):
C  1.7099  -0.0517  0.2425
C  0.5038  0.0525  -0.3785
C  -0.5063  0.7836  -1.1071
H  2.5662  -0.3275  -0.3334
H  2.3917  -0.1220  1.0821
H  -0.9423  0.7748  -2.1032
H  -0.6004  1.8358  -0.8460
O  -1.1858  -0.8202  0.9605
C  -0.9554  -0.6435  -0.3478
Er  0.5083  -0.3518  2.3118
Li  -2.4167  0.4006  1.4804
H  -1.0728  -1.5307  -0.9614

Values from the calculation:
Net charge   +2
Spin multiplicity   5
Highest occupied orbital energy (alpha / beta)   -15.21 / -15.96 eV
Relative energy (zero: lowest compared OMol25 entry of this formula, charge and spin)   95.2 kcal per mole
Gap between HOMO and LUMO (alpha / beta)   5.80 / 6.66 eV
LUMO (alpha / beta)   -0.346 / -0.342 Ha
⟨S²⟩   6.05

---

13.
ORCA calculation (wB97M-V/def2-TZVPD) on a molecular structure, C4H5EuLiO2 at a distorted geometry.

Cartesian coordinates (Å):
C  -1.9871  -1.0949  -0.5943
C  -1.3027  -1.2913  0.7122
C  0.1186  -0.9047  0.5801
C  0.5187  0.4016  0.5062
O  1.7405  0.7951  0.3592
O  -2.9299  -0.2874  -0.7379
Li  -3.9408  0.9793  0.0583
Eu  3.4420  2.7323  0.2186
H  -1.4747  -1.4649  -1.5029
H  -1.8368  -0.7999  1.5352
H  0.8637  -1.6919  0.4449
H  -0.2485  1.1865  0.6322
H  -1.5628  -2.4410  0.4671

Values from the calculation:
Net charge   +1
Spin multiplicity   9
Highest occupied orbital energy (alpha / beta)   -8.39 / -10.39 eV
Relative energy (zero: lowest compared OMol25 entry of this formula, charge and spin)   0.0 kcal per mole
Gap between HOMO and LUMO (alpha / beta)   4.40 / 6.39 eV
LUMO (alpha / beta)   -0.147 / -0.147 Ha
⟨S²⟩   20.01

---

14.
ORCA calculation (wB97M-V/def2-TZVPD) on a molecular structure, C4H5EuLiO2 at a distorted geometry.

Cartesian coordinates (Å):
H  2.3845  -0.2173  -0.7716
C  0.6463  -0.5459  -0.2965
C  0.0014  0.5876  -1.0200
C  -0.8190  1.3714  -0.0016
C  -0.8716  0.6435  1.2940
O  0.1417  -0.1866  1.3801
O  0.5806  -1.7139  -0.5683
Li  0.7697  -3.4788  0.2190
Eu  -0.7732  -1.7249  3.1900
H  -0.5918  0.1917  -1.8567
H  0.8092  1.1799  -1.4738
H  -1.8691  1.5223  -0.3061
H  -0.4087  2.3710  0.2116

Values from the calculation:
Net charge   +2
Spin multiplicity   8
Highest occupied orbital energy (alpha / beta)   -14.34 / -14.38 eV
Relative energy (zero: lowest compared OMol25 entry of this formula, charge and spin)   126.8 kcal per mole
Gap between HOMO and LUMO (alpha / beta)   4.20 / 4.40 eV
LUMO (alpha / beta)   -0.373 / -0.367 Ha
⟨S²⟩   15.76

---

15.
ORCA calculation (wB97M-V/def2-TZVPD) on a single C4H5F3N2 molecule at a distorted geometry.

Cartesian coordinates (Å):
C  0.1903  0.0605  0.3810
C  0.1371  -1.2874  0.2302
C  -0.1779  1.3606  0.9614
C  0.6959  -1.9049  -1.0704
N  0.7085  1.1876  -0.2541
N  -1.4871  1.8833  0.9383
F  1.3543  -1.0821  -1.8508
F  1.4128  -3.0163  -0.7782
F  -0.3450  -2.2985  -1.8151
H  -0.7211  -1.8026  0.6614
H  0.3090  1.7139  1.9075
H  1.7155  1.4456  -0.2725
H  -2.2345  1.1062  0.6633
H  -1.5579  2.6342  0.2979

Values from the calculation:
Highest occupied orbital energy   -9.49 eV
Relative energy (zero: lowest compared OMol25 entry of this formula, charge and spin)   37.9 kcal per mole
Gap between HOMO and LUMO   10.25 eV
LUMO   0.028 Ha

---

16.
ORCA calculation (wB97M-V/def2-TZVPD) on a single C4H5F4NO molecule at a distorted geometry.

Cartesian coordinates (Å):
C  3.4730  0.9017  0.1850
C  3.7267  -0.6142  -0.1101
C  -0.7350  0.2286  0.6623
C  0.3524  -0.4081  -0.3092
N  1.5108  -0.7330  0.3471
O  2.5495  -1.1270  -0.4936
F  3.1614  1.5164  -1.0261
F  4.4418  1.5832  0.7231
F  4.1044  -1.1108  1.1098
F  4.7423  -0.9781  -1.0109
H  -1.1292  -0.3988  1.5282
H  -0.1866  1.1200  1.1838
H  -1.5230  0.4125  0.0288
H  -0.0807  -1.3738  -0.7032
H  0.5553  0.3033  -1.2507

Values from the calculation:
Highest occupied orbital energy (alpha / beta)   -10.10 / -10.02 eV
Relative energy (zero: lowest compared OMol25 entry of this formula, charge and spin)   1.1 kcal per mole
Gap between HOMO and LUMO (alpha / beta)   9.23 / 9.03 eV
LUMO (alpha / beta)   -0.032 / -0.036 Ha

---

17.
ORCA calculation (wB97M-V/def2-TZVPD) on a single C4H5F8N2P molecule at a distorted geometry.

Cartesian coordinates (Å):
C  -2.9792  0.5088  0.9829
C  1.0455  0.1312  -0.4512
C  1.3712  -1.3575  -0.1580
C  2.0994  1.0435  0.2869
N  -0.1548  0.5478  0.3360
N  0.9172  0.4064  -1.8814
F  1.2965  -1.5098  1.1471
F  2.6118  -1.8137  -0.5012
F  0.4822  -2.1687  -0.8114
F  3.3814  0.8969  -0.1181
F  1.7933  2.2980  -0.0223
F  1.9708  0.9301  1.5909
F  -1.9629  -0.8871  -1.0379
F  -1.3309  -1.7942  0.9824
P  -1.4485  -0.3452  0.3730
H  -3.0729  1.6355  0.6691
H  -3.7598  -0.0721  0.6455
H  -3.0293  0.4769  2.1305
H  0.3036  -0.3174  -2.2982
H  0.4652  1.3905  -1.8646

Values from the calculation:
Highest occupied orbital energy   -9.99 eV
Relative energy (zero: lowest compared OMol25 entry of this formula, charge and spin)   0.0 kcal per mole
Gap between HOMO and LUMO   10.43 eV
LUMO   0.016 Ha

---

18.
ORCA calculation (wB97M-V/def2-TZVPD) on a single C4H5FN2 molecule at a distorted geometry.

Cartesian coordinates (Å):
C  0.1530  1.5712  0.1928
C  2.1945  -0.4929  -0.3479
C  -0.3073  0.2486  -0.3181
C  0.7065  -0.7772  0.0589
N  1.3922  1.8914  0.1432
N  2.4710  1.4745  -0.2118
F  3.1467  -1.2382  0.1913
H  -0.5126  2.2819  0.3737
H  -1.3908  -0.0963  -0.0498
H  -0.2685  0.3718  -1.4113
H  0.3973  -1.7113  -0.3333
H  0.7907  -0.8528  1.2332

Values from the calculation:
Highest occupied orbital energy (alpha / beta)   -8.23 / -8.13 eV
Relative energy (zero: lowest compared OMol25 entry of this formula, charge and spin)   146.1 kcal per mole
Gap between HOMO and LUMO (alpha / beta)   7.66 / 7.21 eV
LUMO (alpha / beta)   -0.021 / -0.034 Ha

---

19.
ORCA calculation (wB97M-V/def2-TZVPD) on 2 unconnected molecules or ions with the total composition C4H5FN2 at a distorted geometry.

Cartesian coordinates (Å):
C  -0.2298  -0.7005  -1.8689
C  -0.8247  -1.4477  -0.8936
C  0.0646  0.3350  -0.0740
C  0.8538  1.5517  1.4230
N  0.3406  0.4195  -1.3312
N  -0.6190  -0.7621  0.2773
F  0.7323  0.8042  2.5324
H  -0.1511  -0.8865  -2.9211
H  -1.3552  -2.3767  -0.9248
H  0.2012  2.4098  1.4481
H  1.8815  1.6940  1.1271
H  -0.8944  -1.0406  1.2057

Values from the calculation:
Highest occupied orbital energy   -8.80 eV
Relative energy (zero: lowest compared OMol25 entry of this formula, charge and spin)   53.3 kcal per mole
Gap between HOMO and LUMO   9.72 eV
LUMO   0.034 Ha

---

20.
ORCA calculation (wB97M-V/def2-TZVPD) on a single C4H5FN2 molecule at a distorted geometry.

Cartesian coordinates (Å):
C  -1.2743  -0.5180  -0.6797
C  -0.3796  -1.4945  -0.1022
C  -0.0127  1.2799  0.1935
C  1.1171  0.1633  0.4733
N  -1.1518  0.7221  -0.4949
N  0.6867  -1.2053  0.5108
F  1.9671  0.3544  -0.6231
H  -2.0959  -0.7608  -1.3007
H  -0.5418  -2.4802  0.0508
H  -0.5321  1.6554  1.1427
H  0.3514  2.0099  -0.3855
H  1.8659  0.2739  1.2149

Values from the calculation:
Highest occupied orbital energy   -9.42 eV
Relative energy (zero: lowest compared OMol25 entry of this formula, charge and spin)   52.7 kcal per mole
Gap between HOMO and LUMO   9.22 eV
LUMO   -0.008 Ha